No. 1
ORCA calculation (wB97M-V/def2-TZVPD) on one molecule with the formula C5H7N at a distorted geometry.

Computed properties:
DFT total energy   -249.436199 Ha
Energy above the lowest of the compared OMol25 structures with the same formula, charge and spin   23.2 kcal per mole
Multiplicity   1
HOMO-LUMO gap   0.339 Eh
SMILES   Cc1cc[nH]c1

Positions of all 13 atoms, in Å:
C 1.85565 -0.53615 0.29927
C 0.41894 -0.03549 0.01894
C -0.53838 -0.84131 -0.59770
C -1.74568 -0.16021 -0.58610
N -1.47356 0.97452 0.16651
C -0.14140 1.20331 0.36597
H 2.66074 0.20159 0.05680
H 1.94319 -0.70350 1.34977
H 1.94527 -1.51695 -0.26447
H -0.33991 -1.88566 -0.87621
H -2.65030 -0.37381 -1.25054
H -2.13783 1.68799 0.16505
H 0.20325 1.98567 1.15271

No. 2
ORCA calculation (wB97M-V/def2-TZVPD) on one molecule with the formula C5H7N at a distorted geometry.

Computed properties:
DFT total energy   -249.368900 Ha
Energy above the lowest of the compared OMol25 structures with the same formula, charge and spin   65.5 kcal per mole
Multiplicity   1
HOMO-LUMO gap   0.406 Eh
SMILES   C=C[C@H](C)C#N

Positions of all 13 atoms, in Å:
C 1.84335 -0.48718 -0.57915
C 0.81071 0.31434 -0.46247
C -0.65813 -0.05552 -0.65515
C -1.27803 -0.04735 0.81859
C -0.41357 -1.35975 -1.13957
N 0.31543 -2.18906 -1.48055
H 1.91829 -1.41237 -1.18267
H 2.85485 0.00029 -0.30772
H 0.88388 1.40258 -0.00405
H -1.10263 0.57171 -1.47955
H -0.45578 -0.43462 1.53799
H -2.20439 -0.73965 0.89554
H -1.64191 1.05623 0.95079

No. 3
ORCA calculation (wB97M-V/def2-TZVPD) on one molecule with the formula C5H7N.

Computed properties:
DFT total energy   -249.356185 Ha
Energy above the lowest of the compared OMol25 structures with the same formula, charge and spin   73.5 kcal per mole
Multiplicity   1
HOMO-LUMO gap   0.385 Eh
SMILES   C#C[C@@H]1CN1C

Positions of all 13 atoms, in Å:
C -3.06522 -0.12928 -0.20472
C -1.87878 -0.03458 -0.38584
C -0.45513 0.07504 -0.62928
C 0.47522 -1.07175 -0.41301
N 0.43801 0.03072 0.51855
C 1.56050 0.94970 0.47227
H -4.11496 -0.21532 -0.02980
H -0.17970 0.75713 -1.43585
H 1.32526 -1.14672 -1.09307
H 0.08234 -2.01669 -0.04677
H 1.24634 1.92044 0.86764
H 1.95993 1.09800 -0.54669
H 2.36389 0.56102 1.10554

The highest energy above the lowest of the compared OMol25 structures with the same formula, charge and spin belongs to which entry? number 3